No. 1
C28H35IrN2S as an isolated structure. Source: the Open Molecules 2025 dataset; level of theory: ωB97M-V with the def2-TZVPD basis set.

XYZ file:
```
67
Properties=species:S:1:pos:R:3:forces:R:3:lowdin_charge:R:1
C 1.143 -2.407 0.253 0.53 -0.28 -0.06 -0.30
C 2.078 -1.610 -0.488 1.04 -1.05 -0.34 -0.32
C 1.732 -1.708 -1.881 0.18 0.08 -0.20 -0.29
C 0.509 -2.458 -1.982 0.65 -0.32 -0.65 -0.31
C 0.153 -2.896 -0.657 0.51 -0.48 -0.16 -0.33
Ir 0.077 -0.684 -0.704 -2.55 1.39 0.79 1.62
C -2.050 1.986 -0.436 -0.27 1.71 -0.40 -0.55
C -1.835 1.203 0.753 -1.38 0.12 1.68 -0.11
H -2.606 1.298 1.544 0.71 -0.01 -0.33 0.14
C -1.112 -0.043 0.730 -0.35 -1.29 1.21 -0.32
H -1.880 -0.859 0.756 0.16 -0.06 -0.11 0.10
H -0.488 -0.148 1.642 -0.22 0.25 -0.21 0.04
C -2.844 3.260 -0.080 0.28 0.60 -0.57 -0.03
H -2.316 3.897 0.646 -0.06 -0.32 -0.24 0.07
H -2.982 3.876 -0.991 -0.15 -0.37 0.49 0.10
H -3.812 3.041 0.362 -0.14 -0.23 -0.10 0.09
C -2.738 1.218 -1.562 -0.91 -0.61 -0.18 -0.01
H -2.233 0.271 -1.796 -0.08 0.09 0.20 0.07
H -3.766 0.988 -1.302 -0.30 0.04 -0.12 0.10
H -2.664 1.814 -2.465 -0.41 0.10 -0.23 0.11
C 3.259 -0.889 0.076 0.01 0.02 0.07 0.00
H 3.108 -0.665 1.138 0.08 -0.04 -0.20 0.09
H 4.152 -1.517 -0.026 -0.05 0.14 0.06 0.11
H 3.441 0.055 -0.451 0.00 -0.21 0.09 0.09
C 2.549 -1.127 -2.993 0.10 -0.01 -0.09 -0.03
H 2.776 -0.066 -2.808 -0.04 -0.36 -0.10 0.09
H 3.503 -1.663 -3.085 -0.20 0.03 0.03 0.10
H 2.017 -1.207 -3.949 0.27 0.01 0.21 0.08
C -0.261 -2.777 -3.224 0.00 -0.07 -0.10 -0.01
H -0.095 -2.018 -3.998 -0.11 -0.22 0.17 0.08
H 0.047 -3.752 -3.625 -0.07 0.16 0.03 0.10
H -1.333 -2.829 -2.998 0.25 0.02 -0.19 0.09
C -1.018 -3.755 -0.324 -0.08 0.07 0.19 -0.01
H -1.914 -3.422 -0.854 0.00 -0.09 0.07 0.09
H -0.817 -4.789 -0.615 -0.04 0.03 0.03 0.11
H -1.213 -3.726 0.750 -0.11 -0.09 -0.18 0.08
C 1.233 -2.682 1.714 -0.02 0.13 0.06 -0.01
H 0.475 -3.409 2.006 0.13 0.01 0.10 0.08
H 2.226 -3.081 1.947 -0.16 -0.05 -0.01 0.11
H 1.093 -1.782 2.321 0.10 -0.20 -0.14 0.05
C 0.014 1.131 -1.586 0.44 -0.22 -1.75 -0.34
C -0.797 2.302 -1.161 -1.46 2.33 -0.87 -0.25
C 0.531 1.232 -2.982 0.04 0.77 -2.12 -0.09
C -0.446 3.570 -1.664 -0.73 -0.55 0.99 -0.04
H 0.509 1.580 -0.761 3.77 -0.13 1.24 0.11
C 0.563 2.473 -3.607 0.19 -1.34 0.51 -0.08
H 0.709 0.323 -3.634 -0.36 1.25 1.18 0.09
C 0.227 3.644 -2.879 0.76 0.71 -0.39 -0.08
H -0.766 4.517 -1.144 0.06 -1.27 -0.75 0.14
H 0.854 2.559 -4.664 -0.09 -0.10 0.57 0.11
H 0.449 4.621 -3.312 -0.11 -0.32 0.13 0.11
N 0.305 -0.734 4.089 -0.02 0.72 -0.29 0.07
C 0.519 0.624 4.031 -0.41 1.68 -1.30 -0.68
N -0.003 1.437 3.130 -0.09 -1.94 0.61 0.08
C 0.407 2.743 3.277 0.27 0.11 0.38 -0.30
C 0.016 3.844 2.488 1.04 0.53 1.29 0.01
C 0.514 5.127 2.842 -0.40 -2.11 -0.24 -0.06
C 1.396 5.262 3.920 -0.01 0.69 -0.13 -0.09
C 1.802 4.170 4.669 -0.01 -0.43 0.05 -0.09
C 1.298 2.910 4.347 0.26 0.74 0.02 -0.46
S 1.628 1.378 5.133 -0.02 0.46 0.03 1.09
H 0.690 -1.172 4.903 -0.25 -0.40 0.23 0.09
H -0.590 -1.053 3.744 0.09 -0.02 0.33 0.11
H -0.639 3.663 1.660 -0.19 0.12 -0.24 0.07
H 0.200 5.962 2.248 0.03 0.40 -0.04 0.10
H 1.762 6.270 4.155 -0.08 -0.56 0.02 0.11
H 2.493 4.259 5.498 0.00 0.24 -0.03 0.11
```
Positions in Å, forces in eV/Å.

⟨S²⟩ = 8.808
Kohn-Sham gap (spin up / spin down) = 6.69 / 4.46 eV
Total energy = -46243.8735 eV
Charge = +1
Strongest force on any atom = 3.97 eV/Å
Spin multiplicity = 6
LUMO level (spin up / spin down) = -2.1 / -6.1 eV


No. 2
One molecule with the formula C6H11NO2S. Source: the Open Molecules 2025 dataset; level of theory: ωB97M-V with the def2-TZVPD basis set.

XYZ file:
```
21
Properties=species:S:1:pos:R:3:forces:R:3:lowdin_charge:R:1
C 0.408 -0.222 -0.655 1.32 -0.86 -1.45 -0.29
C -0.815 -0.476 0.165 -1.21 -0.69 1.14 -0.40
C 0.610 1.745 -2.158 -2.62 -0.62 -2.54 -0.10
C -0.505 -0.509 2.706 -0.66 1.54 -0.44 -0.10
C 0.063 0.344 -2.059 0.94 -0.30 -0.23 -0.16
C -0.932 0.333 1.471 1.74 0.06 -0.67 -0.12
N 0.821 -2.418 1.367 0.18 -1.01 0.57 -0.35
O 1.193 -1.438 -0.962 -0.67 0.22 -0.35 -0.44
O -1.634 -1.308 -0.180 0.54 0.75 0.22 0.09
S 1.162 -2.724 0.012 0.38 -0.13 -0.64 0.95
H 1.100 0.406 -0.102 -0.01 0.26 -0.08 0.14
H 0.184 2.224 -3.053 0.20 0.03 0.24 0.09
H 1.613 1.705 -2.285 3.32 0.02 -0.30 0.05
H 0.392 2.335 -1.352 -0.71 1.55 2.21 0.05
H 0.417 -0.943 2.596 1.99 -0.44 -0.45 -0.02
H -1.062 -1.302 3.145 -1.42 -0.59 -0.62 0.08
H -0.391 0.163 3.487 0.06 1.63 1.70 0.05
H 0.631 -0.263 -2.843 -1.18 0.49 1.14 0.14
H -1.012 0.345 -2.251 0.18 -0.38 0.05 0.12
H -0.335 1.320 1.369 -0.45 -1.76 0.36 0.14
H -1.908 0.684 1.581 -1.92 0.22 0.12 0.08
```
Positions in Å, forces in eV/Å.

Relative energy (zero: lowest compared OMol25 entry of this formula, charge and spin) = 62.6 kcal/mol
Kohn-Sham gap = 9.56 eV
Total energy = -22817.4098 eV
Charge = 0
Strongest force on any atom = 3.70 eV/Å
Spin multiplicity = 1
LUMO level = -0.2 eV


No. 3
C3H4N2O2 as an isolated structure. Source: the Open Molecules 2025 dataset; level of theory: ωB97M-V with the def2-TZVPD basis set.

XYZ file:
```
11
Properties=species:S:1:pos:R:3:forces:R:3:lowdin_charge:R:1
C 0.116 1.634 -0.029 -0.02 0.04 -0.13 0.00
N -0.006 0.208 -0.314 -0.12 -0.19 -0.27 -0.14
N -1.156 -0.430 0.203 -0.20 0.12 0.72 0.08
C -0.762 -1.574 0.675 -0.25 0.28 -0.31 -0.32
O 0.471 -1.939 0.571 0.13 0.47 -1.73 0.00
C 0.885 -0.661 -0.732 0.29 -0.90 0.44 -0.25
O 1.609 -0.978 -1.598 -0.25 0.41 1.32 0.22
H -0.733 2.134 -0.496 0.12 0.06 0.04 0.09
H 0.065 1.785 1.057 0.03 -0.11 -0.26 0.10
H 1.054 2.048 -0.406 -0.15 -0.26 -0.07 0.10
H -1.543 -2.227 1.071 0.41 0.08 0.25 0.13
```
Positions in Å, forces in eV/Å.

Relative energy (zero: lowest compared OMol25 entry of this formula, charge and spin) = 79.3 kcal/mol
Kohn-Sham gap = 10.05 eV
Total energy = -10248.8257 eV
Charge = 0
Strongest force on any atom = 1.80 eV/Å
Spin multiplicity = 1
LUMO level = 0.7 eV


No. 4
A 3-piece molecular cluster, C40H34F9N2O9S2 overall. Source: the Open Molecules 2025 dataset; level of theory: ωB97M-V with the def2-TZVPD basis set.

XYZ file:
```
96
Properties=species:S:1:pos:R:3:forces:R:3:lowdin_charge:R:1
O 5.328 -0.919 6.591 1.46 -2.25 0.42 -0.30
S 5.291 -2.177 5.871 0.53 -1.02 -0.23 0.69
O 4.054 -2.532 5.225 0.21 -0.14 0.54 -0.26
O 5.694 -3.342 6.856 -0.27 0.21 0.03 -0.11
C 6.664 -2.207 4.732 0.23 0.04 -0.20 -0.18
C 6.281 -1.723 3.313 0.08 0.23 0.11 -0.17
C 6.491 -0.196 3.147 0.02 0.08 0.26 -0.17
C 5.187 0.557 2.846 -0.03 -0.18 0.13 -0.12
C 4.228 0.326 4.011 -0.11 0.12 -0.23 -0.35
C 4.570 1.103 5.265 0.14 0.51 0.07 -0.06
N 3.668 0.674 6.402 -1.59 1.56 -0.07 0.07
C 2.206 0.387 6.090 0.08 0.18 -0.02 -0.05
C 2.035 -0.177 4.674 -0.02 -0.03 -0.02 -0.35
S 0.294 -0.063 4.146 0.00 0.15 0.01 0.78
O -0.216 1.185 4.637 0.03 -0.13 -0.12 -0.26
O 0.206 -0.451 2.779 -0.07 -0.01 0.14 -0.23
C -0.460 -1.394 5.229 -0.18 0.17 -0.16 -0.46
F -0.532 -0.835 6.447 -0.04 -0.01 0.21 0.13
F 0.381 -2.433 5.302 0.23 -0.26 0.01 0.13
C -1.884 -1.883 4.832 0.13 -0.06 -0.13 -0.36
F -2.586 -0.797 4.464 -0.02 0.06 -0.08 0.15
F -2.430 -2.388 5.940 -0.16 -0.03 0.11 0.18
C -1.920 -2.996 3.719 -0.04 0.18 0.10 -0.34
F -1.937 -4.185 4.332 0.06 -0.13 0.02 0.18
F -0.818 -2.922 2.957 0.00 0.04 -0.06 0.16
C -3.159 -2.925 2.784 0.06 0.16 0.22 -0.57
F -4.268 -3.028 3.506 -0.13 -0.02 0.16 0.20
F -3.097 -3.922 1.924 0.01 -0.33 -0.20 0.21
F -3.186 -1.782 2.113 0.10 0.21 -0.17 0.19
N 2.813 0.501 3.653 0.29 0.15 0.51 0.04
H 4.911 -3.890 7.049 0.16 -0.01 -0.01 0.13
H 7.404 -1.545 5.193 -0.02 -0.19 -0.07 0.12
H 7.077 -3.219 4.732 -0.32 0.05 0.07 0.12
H 5.231 -1.965 3.117 0.24 -0.22 -0.11 0.11
H 6.874 -2.297 2.597 -0.04 0.13 0.12 0.13
H 6.881 0.165 4.110 0.08 0.18 -0.31 0.10
H 7.258 0.052 2.409 -0.14 -0.21 0.00 0.12
H 4.677 0.130 1.974 0.25 0.16 -0.01 0.14
H 5.398 1.615 2.645 -0.18 -0.15 0.09 0.13
H 4.328 -0.730 4.264 -0.30 0.41 -0.30 0.08
H 4.466 2.186 5.122 -0.19 -0.19 -0.02 0.15
H 5.589 0.894 5.602 -0.37 0.35 -0.10 0.12
H 3.675 1.423 7.095 -0.01 -0.09 -0.01 0.18
H 4.084 -0.153 6.852 0.04 0.23 -0.24 0.08
H 1.647 1.317 6.224 0.01 -0.12 -0.17 0.14
H 1.867 -0.340 6.832 0.03 0.19 0.00 0.14
H 2.304 -1.238 4.662 -0.12 0.23 -0.12 0.12
H 2.592 1.499 3.640 -0.12 -0.15 -0.20 0.14
C -1.532 4.479 -4.973 0.00 -0.02 0.01 -0.05
C -1.448 5.753 -4.423 0.00 0.00 0.02 -0.05
C -1.511 5.926 -3.050 0.01 0.02 -0.06 0.00
C -1.665 4.822 -2.220 0.01 -0.01 0.01 -0.08
C -1.754 3.543 -2.773 -0.03 0.01 0.01 -0.08
C -1.684 3.375 -4.151 0.00 0.03 -0.05 0.00
C -1.943 2.343 -1.913 0.01 0.01 -0.07 -0.27
O -1.997 1.231 -2.396 0.01 -0.02 0.10 0.09
C -2.069 2.554 -0.443 0.02 0.00 -0.01 -0.08
C -2.292 1.456 0.379 0.01 -0.03 0.06 0.01
C -2.394 1.629 1.749 0.02 -0.02 0.01 -0.06
C -2.271 2.898 2.305 0.00 0.02 -0.01 -0.05
C -2.053 3.996 1.490 0.00 -0.03 0.05 0.00
C -1.953 3.829 0.113 -0.02 0.01 -0.01 -0.08
C -1.725 5.030 -0.745 0.01 0.00 0.01 -0.28
O -1.594 6.130 -0.255 0.00 -0.01 -0.01 0.11
H -1.481 4.348 -6.046 0.00 0.00 0.00 0.11
H -1.335 6.614 -5.069 0.00 -0.01 0.00 0.11
H -1.446 6.910 -2.606 0.00 -0.02 0.02 0.12
H -1.757 2.376 -4.563 -0.01 -0.01 0.03 0.12
H -2.376 0.474 -0.068 0.01 0.02 -0.02 0.12
H -2.566 0.772 2.387 -0.01 0.03 -0.02 0.08
H -2.344 3.027 3.377 -0.01 -0.01 -0.01 0.11
H -1.960 4.991 1.902 0.00 0.01 -0.03 0.12
C -2.812 -2.974 -11.243 -0.01 0.01 0.01 -0.06
C -1.914 -3.778 -10.549 0.00 0.00 0.02 -0.06
C -1.792 -3.659 -9.175 0.00 -0.03 -0.06 0.00
C -2.566 -2.733 -8.487 -0.01 0.00 0.02 -0.08
C -3.462 -1.920 -9.184 0.01 0.02 0.01 -0.08
C -3.585 -2.048 -10.563 0.02 -0.03 -0.05 0.00
C -4.292 -0.901 -8.478 -0.01 0.00 -0.01 -0.28
O -5.075 -0.201 -9.083 0.02 0.00 0.01 0.11
C -4.117 -0.771 -7.004 0.00 -0.01 -0.01 -0.08
C -4.848 0.195 -6.323 -0.01 0.03 0.06 0.00
C -4.708 0.330 -4.952 0.00 0.01 -0.01 -0.05
C -3.841 -0.501 -4.251 -0.02 -0.03 -0.04 -0.06
C -3.108 -1.463 -4.925 -0.01 0.04 0.05 0.00
C -3.240 -1.601 -6.302 0.01 0.00 -0.02 -0.08
C -2.426 -2.634 -7.005 0.00 -0.01 0.00 -0.28
O -1.676 -3.366 -6.395 0.00 0.02 -0.01 0.10
H -2.909 -3.072 -12.316 0.00 0.00 0.00 0.11
H -1.308 -4.498 -11.084 -0.01 0.00 0.00 0.11
H -1.103 -4.280 -8.619 -0.01 0.02 0.02 0.12
H -4.288 -1.413 -11.086 0.00 0.01 0.03 0.12
H -5.522 0.831 -6.883 0.01 -0.02 -0.02 0.12
H -5.273 1.089 -4.425 -0.01 -0.01 0.00 0.11
H -3.726 -0.388 -3.182 0.01 0.01 -0.01 0.09
H -2.422 -2.113 -4.399 0.00 -0.01 -0.03 0.12
```
Positions in Å, forces in eV/Å.

Kohn-Sham gap = 7.74 eV
Total energy = -109560.6208 eV
Charge = +1
Strongest force on any atom = 2.71 eV/Å
Spin multiplicity = 1
LUMO level = -2.9 eV


No. 5
A 2-piece molecular cluster, C3H5NO3S overall. Source: the Open Molecules 2025 dataset; level of theory: ωB97M-V with the def2-TZVPD basis set.

XYZ file:
```
13
Properties=species:S:1:pos:R:3:forces:R:3:lowdin_charge:R:1
C -0.233 -0.559 -0.557 0.84 0.63 0.84 -0.51
C -1.277 -0.839 0.400 1.36 -0.48 -0.08 -0.12
C -2.058 0.417 0.794 0.86 -0.42 0.11 -0.02
N 0.882 -0.055 -0.770 0.31 0.35 0.83 0.12
O -1.278 -1.034 -1.134 -1.54 -0.96 -0.50 0.12
O 3.576 0.064 -1.276 0.41 -1.07 -2.18 -0.45
O 3.547 1.394 0.659 -0.50 -1.22 0.61 -0.45
S 3.308 0.072 0.107 0.37 2.30 1.55 0.83
H -1.057 -1.817 0.951 -1.24 1.56 -0.60 0.17
H -2.611 0.314 1.724 -0.24 0.01 -0.22 0.08
H -2.645 0.713 -0.070 -0.58 -0.25 0.15 0.09
H -1.341 1.245 0.883 -0.06 -0.25 0.35 0.09
H 1.185 0.084 -1.712 -0.01 -0.22 -0.86 0.06
```
Positions in Å, forces in eV/Å.

Relative energy (zero: lowest compared OMol25 entry of this formula, charge and spin) = 66.1 kcal/mol
Kohn-Sham gap = 10.38 eV
Total energy = -21657.3100 eV
Charge = 0
Strongest force on any atom = 2.80 eV/Å
Spin multiplicity = 1
LUMO level = -0.1 eV


No. 6
An isolated ion of composition ClH2NO2P and charge -1. Source: the Open Molecules 2025 dataset; level of theory: ωB97M-V with the def2-TZVPD basis set.

XYZ file:
```
7
Properties=species:S:1:pos:R:3:forces:R:3:lowdin_charge:R:1
O 1.514 0.078 -0.184 -0.07 -0.24 -0.05 -0.30
N 0.825 0.550 1.019 0.16 0.26 -0.06 -0.46
P -0.732 0.245 1.013 -0.11 -0.28 0.24 0.44
O -0.971 -1.238 0.316 -0.15 -0.05 0.02 -0.46
Cl -1.417 1.304 -0.984 0.00 0.11 -0.18 -0.20
H 1.014 0.497 -0.904 0.05 0.15 0.01 -0.02
H -0.232 -1.435 -0.276 0.12 0.06 0.01 0.01
```
Positions in Å, forces in eV/Å.

Relative energy (zero: lowest compared OMol25 entry of this formula, charge and spin) = 90.8 kcal/mol
Kohn-Sham gap = 8.14 eV
Total energy = -27429.9488 eV
Charge = -1
Strongest force on any atom = 0.39 eV/Å
Spin multiplicity = 1
LUMO level = 4.2 eV


No. 7
One molecule with the formula C6H10Br2FO4P. Source: the Open Molecules 2025 dataset; level of theory: ωB97M-V with the def2-TZVPD basis set.

XYZ file:
```
24
Properties=species:S:1:pos:R:3:forces:R:3:lowdin_charge:R:1
C -0.836 -1.804 -3.792 1.02 -0.15 0.42 -0.15
C 0.310 -1.832 -2.666 -1.62 -0.65 1.84 -0.64
Br 2.096 -1.235 -3.234 -1.63 -0.70 0.62 0.72
C 0.040 -2.272 -1.351 0.64 0.90 -2.80 -0.71
Br -1.802 -2.886 -0.879 1.96 0.55 -0.19 0.70
O 1.025 -2.342 -0.325 -1.48 1.97 0.71 -0.24
P 1.236 -0.857 0.467 1.92 3.87 -0.58 0.63
O 1.527 0.326 -0.445 -0.90 -3.13 1.91 -0.30
O 2.616 -1.074 1.464 -2.86 -1.59 -1.71 -0.14
O -0.051 -0.426 1.473 1.97 -1.36 -0.94 -0.24
C 0.193 0.830 2.160 0.05 1.93 1.07 -0.18
C -0.385 2.107 1.355 0.50 -0.25 0.03 -0.29
C -1.421 2.972 2.196 0.60 -0.76 -0.13 -0.06
F 0.749 2.961 1.049 -1.60 -1.01 0.30 -0.08
H -0.838 -2.836 -4.264 -0.19 1.25 0.50 0.09
H -1.856 -1.561 -3.359 1.40 -0.39 -0.41 0.05
H -0.586 -1.044 -4.595 -0.15 -0.92 1.10 0.07
H 2.783 -2.045 1.559 -0.06 0.96 0.09 0.09
H -0.334 0.833 3.182 0.57 -0.61 -1.61 0.13
H 1.303 0.989 2.410 -1.57 -0.22 -0.71 0.14
H -0.826 1.731 0.367 0.73 0.64 1.36 0.15
H -2.145 2.253 2.720 0.83 1.14 -0.90 0.09
H -0.830 3.515 3.005 -0.85 -0.53 -1.09 0.09
H -1.965 3.696 1.503 0.74 -0.96 1.15 0.09
```
Positions in Å, forces in eV/Å.

Kohn-Sham gap = 9.41 eV
Total energy = -166665.2903 eV
Charge = 0
Strongest force on any atom = 4.36 eV/Å
Spin multiplicity = 1
LUMO level = 0.1 eV


No. 8
One molecule with the formula C5H9F2NO. Source: the Open Molecules 2025 dataset; level of theory: ωB97M-V with the def2-TZVPD basis set.

XYZ file:
```
18
Properties=species:S:1:pos:R:3:forces:R:3:lowdin_charge:R:1
C -1.093 0.898 0.363 0.59 -2.46 0.46 -0.11
C -0.761 1.429 -1.052 2.60 -0.60 3.42 -0.21
C 0.957 -0.259 0.178 5.88 -1.37 0.60 -0.43
C 0.598 -1.617 -0.130 -2.86 1.37 0.27 -0.03
C 2.462 0.006 0.186 -0.41 -1.44 0.46 -0.31
N 0.205 0.463 0.993 -2.39 3.46 2.53 0.00
O 0.264 0.634 -1.496 -1.31 2.07 -3.08 0.08
F 2.691 1.338 0.237 0.23 0.93 -0.76 0.04
F 3.140 -0.638 -0.892 -1.01 1.07 0.32 -0.01
H -1.681 1.532 1.035 0.15 -0.11 -0.30 0.12
H -1.597 -0.138 0.225 0.09 1.99 0.15 0.13
H -1.570 1.483 -1.637 -3.15 -0.26 -2.83 0.08
H -0.469 2.481 -0.986 0.81 0.17 0.03 0.15
H -0.420 -1.738 0.230 -0.01 -0.68 0.15 0.09
H 1.256 -2.221 0.334 2.01 -2.66 1.76 0.06
H 0.609 -1.841 -1.135 0.05 -0.49 -2.52 0.07
H 3.093 -0.367 1.015 -0.62 -0.29 0.24 0.15
H 0.696 1.194 1.547 -0.66 -0.69 -0.90 0.15
```
Positions in Å, forces in eV/Å.

⟨S²⟩ = 2.007
Relative energy (zero: lowest compared OMol25 entry of this formula, charge and spin) = 0.0 kcal/mol
Kohn-Sham gap (spin up / spin down) = 6.21 / 7.69 eV
Total energy = -14297.6313 eV
Charge = 0
Strongest force on any atom = 6.07 eV/Å
Spin multiplicity = 3
LUMO level (spin up / spin down) = 0.9 / -2.1 eV